Computed, not measured: 11 unconnected molecules or ions with the total composition C50H128N6O17, with ωB97M-V/def2-TZVPD.

Geometry as XYZ:
```
201
Properties=species:S:1:pos:R:3:forces:R:3
C -0.4584 17.6063 8.0669 -0.8 0.2 0.1
C 0.4294 18.7291 8.5646 -0.6 0.8 -0.8
O -0.3451 19.9799 8.4855 -0.1 -1.6 0.1
H -1.4411 17.5923 8.5382 0.1 0.0 0.4
H -0.0494 16.6007 8.1646 0.3 0.2 0.0
H -0.6986 17.8213 7.0257 0.2 -0.2 -0.2
H 1.2195 18.7503 7.8140 0.5 0.4 0.3
H 0.8411 18.6258 9.5685 -0.1 -0.2 -0.1
H 0.2566 20.7279 8.4967 0.5 0.2 0.0
C 5.9225 24.0707 3.5675 0.0 -0.4 -0.1
O 6.1386 23.3995 4.8145 0.7 1.3 0.1
C 5.1762 23.8092 5.8246 0.1 -1.3 -2.0
C 3.9874 22.8653 5.5543 0.1 0.4 1.3
N 4.4168 21.4880 5.8750 -1.1 0.4 -1.1
C 3.3959 20.5212 5.4071 1.0 -0.7 1.3
C 3.8687 19.1081 5.9130 0.8 0.7 -0.4
O 5.2941 19.0358 5.8096 -0.1 -0.6 -0.2
C 5.9068 17.8777 6.4072 -0.4 1.0 -0.1
H 4.9448 23.7980 3.1702 -0.3 0.4 0.0
H 6.6054 23.7799 2.7692 0.4 -0.9 0.5
H 6.0959 25.1467 3.5517 -0.5 0.3 0.7
H 5.0321 24.8880 5.7650 -0.6 0.0 -0.2
H 5.5082 23.6050 6.8425 0.6 -0.2 -0.2
H 3.5774 22.9078 4.5453 0.3 0.1 0.0
H 3.1981 23.1860 6.2343 -0.7 0.0 0.1
H 4.3144 21.3764 6.8736 0.6 0.2 0.4
H 3.1839 20.5564 4.3385 0.5 0.1 0.0
H 2.4870 20.7814 5.9495 -0.7 -0.3 -0.2
H 3.3718 18.3137 5.3561 0.0 -0.2 -0.2
H 3.6125 18.9729 6.9639 -0.3 0.1 0.4
H 6.9760 17.8994 6.1963 -0.2 0.1 -0.5
H 5.4492 16.9543 6.0522 0.0 -0.1 0.1
H 5.8743 17.9683 7.4930 -0.5 -0.2 0.3
C -3.3732 16.6778 5.3228 0.7 -1.6 0.2
O -2.9614 15.7436 4.2681 -0.6 1.6 0.2
C -3.8195 15.8207 3.0900 0.0 0.2 0.9
C -3.2572 15.0146 1.9424 0.3 -0.1 1.3
N -3.2187 13.5918 2.2606 0.5 -0.9 -0.2
C -2.5858 12.8484 1.1686 -0.2 -0.9 -0.5
C -1.9928 11.4829 1.5265 -0.3 0.4 1.2
O -1.0192 11.7226 2.5592 -1.1 0.3 -0.1
C -0.2718 10.5846 2.8524 0.4 -0.3 -0.4
H -3.2205 17.7507 5.2057 -0.4 0.0 -1.1
H -2.7544 16.5007 6.2025 0.5 -0.5 -0.1
H -4.3616 16.4135 5.6986 -0.4 0.4 -0.5
H -3.9419 16.8531 2.7624 0.3 0.3 0.1
H -4.8140 15.4820 3.3803 -0.2 -0.3 0.0
H -2.2153 15.3185 1.8417 0.1 0.6 -0.7
H -3.8821 15.2539 1.0820 0.3 -0.3 -0.2
H -2.5097 13.4916 2.9729 -0.2 0.2 0.8
H -1.7164 13.3697 0.7680 -0.1 0.5 -0.4
H -3.3591 12.6700 0.4214 0.3 0.2 -0.5
H -1.5487 10.9605 0.6791 0.3 0.4 -0.4
H -2.7327 10.7674 1.8854 -0.3 0.1 0.4
H 0.3658 10.4288 1.9822 0.6 -0.4 0.2
H -0.8543 9.6722 2.9803 -0.4 0.0 0.1
H 0.3006 10.7453 3.7661 0.1 0.1 -0.1
C -4.9864 15.3681 8.2155 0.7 0.9 0.4
O -6.0634 16.2890 8.4810 0.6 -0.2 0.0
C -5.7558 17.4049 9.3161 -0.9 -0.7 -1.3
C -5.5459 16.9573 10.8004 -0.5 -0.9 1.0
N -4.2573 16.3203 11.0513 -0.6 3.0 -2.5
C -3.1865 17.3105 10.9393 0.8 -0.9 0.8
C -1.8582 16.6350 11.1986 -0.5 0.5 1.2
O -1.6458 15.6242 10.2874 -0.4 -0.5 -0.1
C -0.4526 14.8685 10.5401 -0.4 0.0 -0.1
H -4.0386 15.9014 8.1419 0.2 0.2 0.2
H -5.0045 14.8005 7.2851 -1.0 0.3 -0.1
H -4.8954 14.6208 9.0038 -0.2 -0.2 0.3
H -6.6804 17.9814 9.3442 -0.2 -0.2 0.2
H -5.0591 18.1012 8.8492 0.9 -0.4 0.4
H -6.3820 16.2786 10.9686 0.2 -0.4 0.0
H -5.7248 17.7750 11.4986 0.5 0.3 -0.2
H -4.0573 15.5757 10.3989 0.1 -1.2 0.4
H -3.3651 18.0804 11.6900 0.0 0.3 -0.4
H -3.1141 17.6531 9.9071 -0.7 0.5 -0.3
H -2.0631 16.2971 12.2144 1.0 -0.7 0.5
H -1.0584 17.3747 11.2326 0.1 0.1 -0.1
H 0.4078 15.5083 10.3439 0.2 -0.2 -0.1
H -0.5227 13.9896 9.8993 0.3 0.2 -0.2
H -0.4186 14.5039 11.5668 -0.1 0.1 0.2
C -8.1127 24.6018 1.4258 0.3 0.6 0.4
O -6.7081 24.6099 1.7134 -0.6 -0.9 -0.1
C -5.9495 23.6899 0.9308 -0.1 0.9 -1.1
C -4.5071 23.7893 1.2979 0.0 0.0 0.6
N -4.3107 23.2851 2.6758 1.1 -0.5 -0.6
C -2.8540 23.1925 2.9300 0.1 0.8 0.1
C -2.3996 23.3612 4.3713 -0.8 0.7 0.0
O -1.0299 23.0556 4.4566 -0.3 -0.2 0.3
C -0.4884 23.2366 5.7373 1.0 -0.5 0.3
H -8.5484 25.4470 1.9586 0.1 -0.1 0.2
H -8.6218 23.6969 1.7574 0.2 -0.2 0.0
H -8.3642 24.7967 0.3833 0.4 -0.3 -0.3
H -6.0487 24.0005 -0.1093 0.0 0.2 -0.4
H -6.2241 22.6355 0.9024 -0.6 -0.1 0.8
H -4.1264 24.8022 1.1667 -0.2 0.5 0.3
H -3.9235 23.2650 0.5412 0.0 -0.7 0.3
H -4.7286 23.9730 3.2859 0.0 0.1 0.2
H -2.4010 24.0284 2.3968 0.5 0.0 -0.2
H -2.3808 22.2878 2.5483 -0.5 -0.2 -0.2
H -3.0338 22.8219 5.0750 0.1 -0.7 0.1
H -2.5608 24.3999 4.6598 0.1 0.4 0.0
H -0.5265 24.2443 6.1510 -0.3 0.4 -0.4
H 0.5607 22.9473 5.6743 0.2 0.2 -0.2
H -0.8664 22.5735 6.5155 -0.7 -0.3 -0.2
C 3.2690 17.7870 10.4074 -1.7 0.1 -0.1
O 2.5835 16.6070 9.9408 1.6 0.4 0.3
C 3.2906 16.0520 8.8129 -0.5 -0.6 0.8
C 2.7219 14.6425 8.5957 0.3 1.2 -1.1
N 3.3804 14.0498 7.4159 0.4 -0.5 1.3
C 2.8976 12.7012 7.1895 -0.7 0.2 -0.8
C 3.2439 12.1055 5.7932 1.0 0.0 3.1
O 2.7860 12.8689 4.7524 -1.7 -0.2 -0.8
C 2.9382 12.1413 3.5639 1.8 0.3 -1.0
H 3.1447 18.5449 9.6340 0.5 0.2 -0.2
H 4.3042 17.7152 10.7410 0.1 -0.6 -0.4
H 2.6886 18.1588 11.2519 0.0 -0.1 0.2
H 4.3661 16.0118 8.9858 0.1 0.0 0.2
H 3.1338 16.7171 7.9637 -0.1 -0.1 -0.4
H 1.6496 14.8010 8.4801 -0.6 -0.1 -0.6
H 2.7244 14.0485 9.5096 0.9 -0.2 -0.1
H 3.1992 14.5957 6.5856 -0.1 0.4 0.0
H 1.8178 12.7672 7.3227 -0.6 -0.5 -0.4
H 3.2099 12.0148 7.9764 0.5 0.0 -0.1
H 2.8730 11.0806 5.7999 -0.3 -0.1 -0.3
H 4.3301 12.0382 5.7329 0.4 -0.1 0.0
H 2.6376 12.7205 2.6908 -0.6 0.0 0.3
H 2.5794 11.1120 3.5600 -0.6 0.2 0.2
H 4.0191 12.0697 3.4429 0.4 -0.4 -0.3
C 0.2965 20.0586 12.0842 0.9 0.2 0.0
O -0.3578 20.4951 13.2314 -0.7 0.7 0.3
C -0.7734 19.4876 14.1128 1.3 -1.0 0.8
C -1.3935 20.0706 15.3264 -1.1 1.5 -0.7
N -2.6581 20.6458 14.8630 -0.7 -0.7 -0.1
C -3.2326 21.5786 15.7882 0.0 0.8 -0.2
C -4.3836 22.4320 15.2081 -1.1 0.1 2.0
O -5.4418 22.4335 16.2438 0.4 0.4 -0.9
C -5.4076 23.5134 17.1723 -0.5 -0.3 0.1
H -0.3970 19.7290 11.3106 0.1 -0.4 -0.1
H 1.0818 19.3602 12.3733 -0.2 -0.8 -0.2
H 0.8960 20.8686 11.6688 -0.4 0.4 0.0
H 0.0915 18.9462 14.4962 0.4 -0.4 -0.4
H -1.4746 18.7576 13.7085 -0.1 0.0 -0.6
H -0.7805 20.8916 15.6981 0.5 0.0 0.3
H -1.5170 19.3368 16.1229 -0.2 -0.1 -0.1
H -2.4927 21.1694 14.0154 0.4 -0.2 -0.3
H -2.4360 22.2654 16.0743 0.1 0.4 0.5
H -3.5699 21.0600 16.6856 -0.2 0.1 -0.1
H -4.8361 22.0965 14.2750 0.0 -0.6 0.2
H -4.1218 23.4726 15.0162 0.4 0.1 0.1
H -6.1690 23.3207 17.9281 0.1 -0.4 0.0
H -5.7320 24.4730 16.7697 0.4 0.1 -0.6
H -4.4582 23.6142 17.6982 0.2 0.0 -0.2
C 1.4902 16.0203 2.9289 -0.1 0.3 0.3
C 1.6254 15.9701 4.4527 -0.7 -1.9 -0.2
C 0.6332 14.9839 5.1207 -1.6 1.7 -0.9
O 2.8866 15.4948 4.8666 1.0 1.7 0.0
H 2.3139 16.5579 2.4592 0.3 -0.2 0.2
H 0.6179 16.6285 2.6893 -0.3 -0.3 -0.1
H 1.4083 15.0186 2.5071 -0.1 0.0 -0.1
H 1.3985 16.9800 4.7943 0.6 0.0 0.6
H -0.3541 15.2842 4.7696 -0.5 0.1 0.1
H 0.6123 15.1785 6.1930 0.3 -0.5 0.1
H 0.6694 13.9347 4.8275 0.7 0.1 0.2
H 2.9873 14.6212 4.4816 0.1 -0.4 0.1
C -4.9281 20.1484 6.9606 0.1 -0.2 0.6
C -3.5390 20.4450 7.4319 1.2 0.4 0.9
C -3.4724 21.7888 8.1265 -0.3 1.2 -1.4
O -3.1236 19.5444 8.4234 -1.0 -2.4 1.2
H -5.5360 20.2154 7.8628 -0.5 0.1 -0.1
H -5.0012 19.1264 6.5889 -0.1 0.1 -0.4
H -5.2396 20.9063 6.2418 -0.2 -0.3 -0.1
H -2.7881 20.2690 6.6616 -0.1 0.9 -0.7
H -4.2031 21.9063 8.9267 0.0 -0.5 0.1
H -3.7744 22.5033 7.3607 0.1 0.6 0.1
H -2.4946 22.0846 8.5066 0.0 -0.3 -0.1
H -2.1694 19.5993 8.5134 0.6 0.4 0.0
C -2.2054 11.2953 6.0982 0.7 0.2 -0.1
C -1.3555 12.2315 6.9929 -0.9 -0.3 -2.0
C -1.9146 13.6287 7.0710 -0.1 0.8 0.0
O -1.2335 11.6659 8.2648 0.6 0.0 0.7
H -1.7512 10.3045 6.0885 -0.3 -0.2 0.5
H -2.1868 11.5426 5.0368 -0.2 0.6 0.0
H -3.2346 11.2880 6.4572 -0.1 -0.3 -0.1
H -0.3783 12.3288 6.5198 0.3 -0.3 0.4
H -1.1508 14.2711 7.5093 -0.2 0.2 0.3
H -2.8312 13.6673 7.6595 0.0 -0.1 0.4
H -2.1847 14.1052 6.1286 0.2 -0.4 -0.4
H -2.1239 11.5882 8.6151 -0.1 -0.1 0.2
C 0.1333 23.1749 9.4306 1.0 0.3 -0.8
C 1.6369 23.0460 9.0869 -1.1 1.8 1.0
C 2.5210 23.3495 10.3079 -0.3 0.0 -0.3
O 1.8510 21.7704 8.5876 0.6 -1.6 0.1
H -0.4191 22.9745 8.5125 -0.2 -0.1 0.2
H -0.0654 24.2106 9.7059 -0.2 -0.1 0.2
H -0.1534 22.4711 10.2120 0.0 0.1 0.0
H 1.8921 23.7086 8.2600 -0.1 0.6 0.1
H 2.2225 22.7525 11.1697 0.0 -0.2 -0.1
H 2.4509 24.3858 10.6384 -0.1 0.1 -0.3
H 3.5660 23.1561 10.0659 0.2 0.0 0.1
H 2.7556 21.5828 8.8486 0.2 -0.7 -0.3
```
Positions in Å, forces in eV/Å.

The total energy comes out at -97654.654 eV. As for the multiplicity: 2. The value obtained for the maximum force is 3.94 eV/A. Its expectation value of S² is 0.755. The net charge is +1. As for the LUMO energy (alpha / beta): -0.067 / -0.259 hartree.

Here are the Mulliken charges for atoms 1 to 99, given in e:
1 C 1.035
2 C 1.248
3 O 0.780
4 H -1.498
5 H -0.635
6 H 0.505
7 H -0.482
8 H -0.173
9 H -0.566
10 C -0.702
11 O -0.334
12 C -0.619
13 C 0.232
14 N -0.290
15 C -0.419
16 C 0.536
17 O -0.420
18 C -0.595
19 H 0.276
20 H 0.285
21 H 0.295
22 H 0.409
23 H 0.233
24 H 0.318
25 H -0.441
26 H 0.202
27 H 0.559
28 H 0.064
29 H 0.230
30 H -0.565
31 H 0.304
32 H 0.142
33 H 0.262
34 C -0.871
35 O -0.009
36 C -0.726
37 C -0.579
38 N -0.383
39 C -0.616
40 C -0.892
41 O 0.035
42 C -0.762
43 H 0.576
44 H -0.361
45 H 0.457
46 H 0.400
47 H 0.384
48 H 0.247
49 H 0.468
50 H 0.186
51 H 0.330
52 H 0.378
53 H 0.465
54 H 0.417
55 H 0.393
56 H 0.402
57 H -0.019
58 C -1.208
59 O -0.495
60 C 0.481
61 C -0.777
62 N 0.153
63 C -0.266
64 C -1.333
65 O -0.321
66 C -0.372
67 H 0.214
68 H 0.624
69 H 0.774
70 H 0.496
71 H -0.577
72 H 0.357
73 H 0.495
74 H 0.229
75 H 0.785
76 H -0.097
77 H 0.788
78 H 0.564
79 H 0.036
80 H 0.095
81 H 0.487
82 C -0.774
83 O -0.314
84 C -0.607
85 C -0.724
86 N -0.293
87 C -0.579
88 C -0.247
89 O -0.336
90 C -0.321
91 H 0.255
92 H 0.305
93 H 0.310
94 H 0.409
95 H 0.333
96 H 0.420
97 H 0.451
98 H 0.211
99 H 0.333